Below is 2 unconnected molecules or ions with the total composition C13H36N3O3P at a distorted geometry, with properties calculated with wB97M-V/def2-TZVPD.

Structure (XYZ):
```
56
Properties=species:S:1:pos:R:3
P -0.4984 5.5082 -2.7638
O 0.1646 4.7268 -4.2084
O 0.5393 -2.4912 0.4849
O -0.6218 3.9885 -1.8850
N -0.3765 -3.1638 3.3192
N 2.1398 3.2963 -2.5633
N -1.5204 1.4060 -1.0968
C 0.2329 3.3065 -4.0920
C -1.3632 -2.1618 3.9006
C 0.9023 -1.7013 1.5954
C -0.0221 -4.0727 4.4735
C -1.8893 -1.0939 2.9568
C 0.9353 -2.5299 2.8649
C -0.0118 -1.7060 -0.5741
C -1.0616 -4.0019 2.2513
C -0.9635 1.5414 -2.4562
C 3.0490 2.3730 -1.8970
C -0.7534 3.0148 -2.9027
C -0.2248 -5.1485 1.7222
C 1.7172 2.8336 -3.8810
H 0.3591 -3.4575 5.2866
H -2.1056 -1.4591 1.9542
H -1.7111 1.0985 -3.1476
H -2.8167 -0.6882 3.3611
H -0.7676 -5.6349 0.9117
H -2.2175 2.1393 -1.0046
H 0.7452 -4.7718 4.1559
H -1.3658 -3.3397 1.4488
H -1.0989 -1.6735 -0.4662
H -0.0275 0.9451 -2.5268
H 0.7333 -4.8235 1.3204
H -1.7371 3.2703 -3.3733
H -0.9215 -4.5999 4.7843
H -1.2023 -0.2526 2.8885
H 0.2345 -2.1804 -1.5220
H 3.5811 2.8284 -1.0403
H 2.4324 1.5477 -1.4656
H -0.0421 -5.9092 2.4819
H -0.7758 1.6256 -0.4421
H -1.8517 5.4172 -3.2839
H 1.2765 -1.9149 3.6981
H -1.9701 -4.3945 2.7144
H 1.9166 -1.3234 1.4175
H 0.2569 -0.8297 1.6876
H 0.3824 -0.6892 -0.5725
H 3.7954 1.8876 -2.5689
H 1.7696 1.7297 -3.9738
H -0.4659 6.7945 -3.4421
H -0.8720 -1.6918 4.7528
H -2.1984 -2.7535 4.2776
H -0.8661 6.2640 -1.5665
H -0.1207 2.9418 -5.0836
H 1.6341 -3.3556 2.7363
H 2.2957 3.2817 -4.7189
H 0.8694 5.7998 -2.3554
H 2.4787 4.2477 -2.5721
```

## Properties
* E: -33959.7047 eV
* HOMO-LUMO gap: 4.3 eV
* charge: 0